Record 1
One molecule with the formula C2H3N3O5S2 at a distorted geometry. Source: OMol25; level of theory: ωB97M-V with the def2-TZVPD basis set.

Structure (XYZ):
```
15
Properties=species:S:1:pos:R:3:nbo_charge:R:1
O -1.558 0.127 -3.521 -0.83
N 0.522 -1.045 0.171 -0.23
N -1.322 -0.498 -0.919 -0.91
O 1.667 -0.924 0.924 -0.32
S -1.409 -0.800 0.724 2.30
H 2.818 0.861 1.057 0.21
O -1.373 0.283 1.625 -0.86
S -1.081 0.636 -2.269 2.38
C 1.870 0.399 1.592 -0.28
O -2.248 -1.904 1.014 -0.81
O -1.648 1.840 -1.857 -0.87
C 0.082 -0.364 -0.859 0.48
H 0.992 1.034 1.612 0.22
H 2.179 0.013 2.542 0.21
N 0.510 0.342 -1.835 -0.68
```

**LUMO energy**: -1.36 eV
**F_max**: 3.2 eV Å⁻¹
**Relative energy (zero: lowest compared OMol25 entry of this formula, charge and spin)**: 0.0 kcal/mol
**Charge**: 0
**HOMO-LUMO gap**: 9.71 eV
**Highest occupied orbital energy**: -11.076 eV
**Energy**: -1414.61350 hartree

=====

Record 2
One molecule with the formula C2H3N3O6 at a distorted geometry. Source: OMol25; level of theory: ωB97M-V with the def2-TZVPD basis set.

Structure (XYZ):
```
14
Properties=species:S:1:pos:R:3:nbo_charge:R:1
N 1.616 -0.170 -0.699 -0.18
H -2.737 0.254 1.015 0.21
C -2.276 -0.405 0.220 -0.26
O 2.401 -1.613 0.874 -0.33
C -0.783 1.333 -0.205 0.98
O 2.654 -1.993 -1.274 -0.31
H -2.835 -0.271 -0.616 0.19
O 2.232 1.082 1.055 -0.29
H -2.211 -1.556 0.383 0.22
O -1.528 2.248 -0.305 -0.55
O 0.509 1.652 -0.267 -0.35
N 1.537 0.768 0.122 0.57
N 2.334 -1.364 -0.302 0.62
O -0.913 0.037 0.000 -0.50
```

**LUMO energy (alpha / beta)**: -1.36 / -1.36 eV
**SMILES string**: COC(=O)O/[N+]([O-])=N/[N+](=O)[O-]
**F_max**: 3.5 eV Å⁻¹
**Relative energy (zero: lowest compared OMol25 entry of this formula, charge and spin)**: 0.0 kcal/mol
**Charge**: 0
**HOMO-LUMO gap (alpha / beta)**: 10.38 / 10.38 eV
**Highest occupied orbital energy (alpha / beta)**: -11.740 / -11.740 eV
**Energy**: -693.43733 hartree

=====

Record 3
C2H3N3OS as an isolated structure at a distorted geometry. Source: OMol25; level of theory: ωB97M-V with the def2-TZVPD basis set.

Structure (XYZ):
```
10
Properties=species:S:1:pos:R:3:nbo_charge:R:1
H 0.415 0.240 -1.000 0.22
O -2.072 -1.926 -0.163 -0.38
S -3.770 0.119 -0.137 0.45
N -2.531 2.629 0.240 -0.36
N -1.341 0.209 0.133 -0.23
C -2.756 1.503 0.162 0.05
H 0.359 -0.954 0.178 0.21
N -2.193 -0.734 -0.048 0.26
C 0.053 -0.027 -0.053 -0.45
H 0.610 0.567 0.529 0.22
```

**LUMO energy**: -0.77 eV
**F_max**: 4.0 eV Å⁻¹
**Relative energy (zero: lowest compared OMol25 entry of this formula, charge and spin)**: 115.2 kcal/mol
**Charge**: 0
**HOMO-LUMO gap**: 8.95 eV
**Highest occupied orbital energy**: -9.717 eV
**Energy**: -715.51261 hartree

=====

Record 4
One molecule with the formula C2H3N3S at a distorted geometry. Source: OMol25; level of theory: ωB97M-V with the def2-TZVPD basis set.

Structure (XYZ):
```
9
Properties=species:S:1:pos:R:3:nbo_charge:R:1
C 0.106 -0.124 0.083 0.15
C 0.958 1.537 1.267 -0.19
H 1.318 -1.614 -1.046 0.16
N -0.501 1.662 1.137 -0.08
N 1.236 0.280 0.612 -0.43
S -0.030 -1.551 -0.888 0.08
N -0.949 0.691 0.408 -0.20
H 1.166 1.513 2.335 0.25
H 1.460 2.367 0.855 0.25
```

**LUMO energy**: -0.60 eV
**SMILES string**: SC1=NCN=N1
**F_max**: 4.0 eV Å⁻¹
**Relative energy (zero: lowest compared OMol25 entry of this formula, charge and spin)**: 35.5 kcal/mol
**Charge**: 0
**HOMO-LUMO gap**: 9.18 eV
**Highest occupied orbital energy**: -9.776 eV
**Energy**: -640.40311 hartree

=====

Record 5
C2H3N3S as an isolated structure at a distorted geometry. Source: OMol25; level of theory: ωB97M-V with the def2-TZVPD basis set.

Structure (XYZ):
```
9
Properties=species:S:1:pos:R:3:nbo_charge:R:1
S -1.721 1.814 -0.782 -0.02
N 0.409 0.004 -1.260 -0.33
C 0.455 -0.754 0.765 0.21
H 1.797 -1.255 -0.704 0.41
H 0.978 -1.292 1.663 0.21
N -0.517 0.088 0.654 -0.55
N 0.986 -0.855 -0.373 -0.33
C -0.553 0.435 -0.494 0.24
H -1.835 1.815 0.531 0.15
```

**LUMO energy**: 0.75 eV
**F_max**: 11.4 eV Å⁻¹
**Relative energy (zero: lowest compared OMol25 entry of this formula, charge and spin)**: 35.9 kcal/mol
**Charge**: 0
**HOMO-LUMO gap**: 9.80 eV
**Highest occupied orbital energy**: -9.054 eV
**Energy**: -640.40246 hartree

=====

Record 6
A 2-piece molecular cluster, C2H3N4O overall at a distorted geometry. Source: OMol25; level of theory: ωB97M-V with the def2-TZVPD basis set.

Structure (XYZ):
```
10
Properties=species:S:1:pos:R:3:nbo_charge:R:1
O -2.679 -0.095 0.809 -0.45
C 1.009 0.435 0.951 0.10
N 2.126 -0.022 0.514 -0.39
H -1.897 0.879 -0.649 0.23
H 0.164 -0.900 -1.773 0.17
H 0.953 1.136 1.676 0.16
N -2.039 -0.175 -0.234 -0.01
N -0.069 0.022 0.221 -0.53
N 1.851 -0.652 -0.678 -0.38
C 0.581 -0.628 -0.839 0.09
```

**LUMO energy**: 4.55 eV
**F_max**: 3.7 eV Å⁻¹
**Relative energy (zero: lowest compared OMol25 entry of this formula, charge and spin)**: 65.7 kcal/mol
**Charge**: -1
**HOMO-LUMO gap**: 8.72 eV
**Highest occupied orbital energy**: -4.165 eV
**Energy**: -372.18810 hartree

=====

Record 7
A 3-piece molecular cluster, C2H3N4O overall at a distorted geometry. Source: OMol25; level of theory: ωB97M-V with the def2-TZVPD basis set.

Structure (XYZ):
```
10
Properties=species:S:1:pos:R:3:nbo_charge:R:1
N 0.944 1.722 -0.728 0.17
H -0.303 3.409 -0.085 0.29
O 1.618 0.758 -1.014 -0.44
H 1.352 -0.448 -0.396 0.51
N -2.989 -0.801 0.361 0.03
C 0.436 2.694 -0.361 0.18
N -2.296 0.010 0.651 -0.03
C 0.469 -2.443 0.635 0.38
H -0.056 -3.404 0.862 0.31
N 0.825 -1.497 0.076 -0.39
```

**LUMO energy**: -4.29 eV
**F_max**: 3.6 eV Å⁻¹
**Relative energy (zero: lowest compared OMol25 entry of this formula, charge and spin)**: 72.2 kcal/mol
**Charge**: +1
**HOMO-LUMO gap**: 11.39 eV
**Highest occupied orbital energy**: -15.678 eV
**Energy**: -371.88904 hartree

=====

Record 8
An isolated ion of composition C2H3N4O2S and charge -1 at a distorted geometry. Source: OMol25; level of theory: ωB97M-V with the def2-TZVPD basis set.

Structure (XYZ):
```
12
Properties=species:S:1:pos:R:3:mulliken_spin:R:1
N -1.117 -2.015 0.162 0.32
N 0.442 -0.168 0.175 0.10
H 0.928 1.805 -0.300 0.04
C 0.178 1.098 -0.041 0.63
H -2.056 -2.116 -0.067 0.00
O 2.824 0.149 1.372 0.01
N -1.071 1.445 -0.149 0.61
N -1.682 0.323 -0.112 0.23
O 2.607 0.487 -1.085 0.00
C -0.828 -0.748 0.084 0.01
H -2.643 0.150 -0.125 -0.01
S 2.417 -0.410 0.087 0.04
```

**Expectation value of S²**: 2.020
**LUMO energy (alpha / beta)**: 3.84 / 2.78 eV
**Spin multiplicity**: 3
**F_max**: 8.1 eV Å⁻¹
**Relative energy (zero: lowest compared OMol25 entry of this formula, charge and spin)**: 34.7 kcal/mol
**Charge**: -1
**HOMO-LUMO gap (alpha / beta)**: 3.47 / 7.74 eV
**Highest occupied orbital energy (alpha / beta)**: 0.365 / -4.961 eV
**Energy**: -845.58197 hartree

=====

Record 9
A 2-piece molecular cluster, C2H3N4O3 overall at a distorted geometry. Source: OMol25; level of theory: ωB97M-V with the def2-TZVPD basis set.

Structure (XYZ):
```
12
Properties=species:S:1:pos:R:3:nbo_charge:R:1
C -1.858 -0.636 1.786 0.82
C 0.927 -0.069 -0.189 -0.25
H 1.814 -0.143 0.391 0.14
N -0.294 -0.252 0.157 -0.28
N -0.576 -0.471 1.477 -0.57
H 1.148 -0.275 -1.232 0.14
O -2.273 -0.795 2.935 -0.71
O -2.804 -0.772 0.745 -0.77
H -2.474 -0.623 -0.138 0.48
N -0.067 -3.249 2.461 0.43
N 0.726 -2.495 2.543 -0.06
O -0.844 -4.078 2.576 -0.38
```

**LUMO energy**: 4.02 eV
**F_max**: 4.9 eV Å⁻¹
**Relative energy (zero: lowest compared OMol25 entry of this formula, charge and spin)**: 7.6 kcal/mol
**Charge**: -1
**HOMO-LUMO gap**: 7.60 eV
**Highest occupied orbital energy**: -3.583 eV
**Energy**: -522.70659 hartree

=====

Record 10
One molecule with the formula C2H3N5O at a distorted geometry. Source: OMol25; level of theory: ωB97M-V with the def2-TZVPD basis set.

Structure (XYZ):
```
11
Properties=species:S:1:pos:R:3:nbo_charge:R:1
N -1.150 -1.202 -2.143 -0.67
N 1.807 0.925 2.045 0.16
N 1.465 0.490 0.878 -0.28
H 0.714 -1.242 -1.248 0.17
N -0.358 1.220 1.808 -0.16
H -1.689 0.363 -0.342 0.44
C -0.335 -0.780 -1.306 0.28
N -0.650 0.122 -0.296 -0.62
H -0.666 -1.986 -2.723 0.36
C 0.116 0.596 0.727 0.43
O 0.745 1.494 2.599 -0.11
```

**LUMO energy**: 0.01 eV
**SMILES string**: [H]/N=C/Nc1nnon1
**F_max**: 4.1 eV Å⁻¹
**Relative energy (zero: lowest compared OMol25 entry of this formula, charge and spin)**: 84.6 kcal/mol
**Charge**: 0
**HOMO-LUMO gap**: 10.01 eV
**Highest occupied orbital energy**: -10.001 eV
**Energy**: -426.92288 hartree

=====

Record 11
One molecule with the formula C2H3N5O at a distorted geometry. Source: OMol25; level of theory: ωB97M-V with the def2-TZVPD basis set.

Structure (XYZ):
```
11
Properties=species:S:1:pos:R:3:nbo_charge:R:1
C -1.558 -0.070 -0.088 0.67
N 2.944 0.155 -0.201 -0.58
N 0.099 1.259 0.245 0.13
N 0.589 -0.011 0.362 -0.13
N -0.500 -0.932 0.327 -0.46
H 3.659 -0.192 -0.838 0.37
C 1.976 -0.586 -0.086 0.26
N -1.104 1.091 -0.133 -0.30
H 2.055 -1.540 -0.676 0.21
O -2.744 -0.485 -0.357 -0.57
H -0.473 -1.387 1.217 0.41
```

**LUMO energy**: -1.19 eV
**SMILES string**: [H]/N=C/n1nnc(=O)[nH]1
**F_max**: 11.1 eV Å⁻¹
**Relative energy (zero: lowest compared OMol25 entry of this formula, charge and spin)**: 115.8 kcal/mol
**Charge**: 0
**HOMO-LUMO gap**: 8.59 eV
**Highest occupied orbital energy**: -9.777 eV
**Energy**: -426.87303 hartree

=====

Record 12
One molecule with the formula C2H3NO at a distorted geometry. Source: OMol25; level of theory: ωB97M-V with the def2-TZVPD basis set.

Structure (XYZ):
```
7
Properties=species:S:1:pos:R:3:nbo_charge:R:1
O 0.766 -0.045 0.962 -0.68
H -0.176 1.259 -0.379 0.20
C 0.436 0.358 -0.326 -0.11
C -0.721 -0.659 -0.659 0.22
H 1.407 0.552 -0.831 0.23
H -0.078 -0.381 1.295 0.49
N -1.634 -1.084 -0.063 -0.34
```

**LUMO energy**: 0.25 eV
**SMILES string**: N#CCO
**F_max**: 2.2 eV Å⁻¹
**Relative energy (zero: lowest compared OMol25 entry of this formula, charge and spin)**: 38.9 kcal/mol
**Charge**: 0
**HOMO-LUMO gap**: 11.56 eV
**Highest occupied orbital energy**: -11.313 eV
**Energy**: -207.93563 hartree